Model P:
An isolated molecule of C22H24F3N3O4, computed with wB97M-V/def2-TZVPD.

Structure (ORCA input):
```
! RIJCOSX wB97M-V def2-TZVPD def2/J DEFGRID3
* xyz 0 1
C -3.5068 -0.8901 -2.9414
H -4.0608 0.0340 -2.7951
H -4.1502 -1.7242 -2.6699
H -3.2618 -0.9784 -3.9968
C -2.2324 -0.8840 -2.0958
C -1.3382 0.2762 -2.5366
H -1.0490 0.1565 -3.5781
H -1.8656 1.2209 -2.4302
H -0.4333 0.3181 -1.9352
C -1.4844 -2.2130 -2.2880
C -0.2325 -2.3233 -1.4399
O 0.8074 -2.8144 -1.8312
C -0.4126 -1.7777 -0.1127
C -1.4567 -0.9979 0.2597
N -1.2868 -0.5068 1.5325
C -0.0741 -0.8883 2.0584
O 0.3339 -0.6325 3.1573
C 0.5804 -1.8439 1.0218
N 1.9271 -1.4580 0.6843
C 2.1663 -0.1394 0.4670
O 1.2982 0.6951 0.6548
C 3.5357 0.2017 0.0182
C 3.7328 1.3663 -0.7216
C 5.0123 1.6897 -1.1348
C 6.0483 0.8335 -0.7876
N 5.8752 -0.2575 -0.0613
C 4.6568 -0.5656 0.3360
H 4.5796 -1.4501 0.9547
H 7.0665 1.0298 -1.0961
H 5.2024 2.5803 -1.7128
H 2.8836 1.9895 -0.9616
H 2.5233 -2.1674 0.2823
C 0.6082 -3.2404 1.6501
F 1.3776 -3.3047 2.7375
F 1.0701 -4.1706 0.8073
F -0.6248 -3.6291 2.0133
C -2.2370 0.2773 2.2845
H -3.2395 -0.0825 2.0419
H -2.0299 0.0994 3.3432
C -2.1698 1.7980 2.0357
C -0.8546 2.4457 2.4910
H -0.9239 2.8330 3.5044
H -0.0414 1.7249 2.4388
C -0.6371 3.5288 1.4385
H 0.4084 3.7995 1.3239
C -1.1910 2.8269 0.2048
H -1.5200 3.5031 -0.5862
H -0.4449 2.1267 -0.1886
O -2.3326 2.1119 0.6594
H -1.2240 4.4197 1.6675
H -3.0254 2.2352 2.5734
C -2.6162 -0.7051 -0.6129
H -3.4272 -1.3962 -0.3582
H -2.9656 0.3137 -0.4349
H -2.1344 -3.0450 -2.0004
H -1.2091 -2.3495 -3.3347
*
```

Computed properties:
- HOMO (eV) = -8.889
- frontier orbital gap (eV) = 9.199
- SMILES = CC1(C)CC(=O)C2=C(C1)N(C[C@H]1CCCO1)C(=O)[C@@]2(NC(=O)c1cccnc1)C(F)(F)F

natural (NBO) population analysis, charges in e, atoms 1 to 2: number 1, C, carries -0.60; number 2, H, carries 0.21

Model Q:
An isolated molecule of C22H24F3N3O4, computed with wB97M-V/def2-TZVPD.

Structure (ORCA input):
```
! RIJCOSX wB97M-V def2-TZVPD def2/J DEFGRID3
* xyz 0 1
O 0.7677 1.8423 3.4790
C 0.2011 2.0971 2.4352
N 0.4584 3.1598 1.6607
H -0.0006 3.2212 0.7593
C 1.5154 4.1094 1.9321
H 1.8658 3.8846 2.9421
C 2.6471 3.9916 0.8853
C 2.7903 5.3818 0.2606
H 3.5118 5.9746 0.8247
C 1.3993 5.9904 0.4097
H 0.7228 5.5610 -0.3306
H 1.3987 7.0728 0.2931
C 0.9934 5.5510 1.8137
H 1.4855 6.1810 2.5549
H -0.0812 5.5981 1.9819
H 3.1208 5.3346 -0.7756
H 2.3505 3.2680 0.1239
H 3.5768 3.6453 1.3329
C -0.8797 1.1750 1.8478
N -0.2711 0.2815 0.8683
C -0.1243 0.7710 -0.3820
O -0.5329 1.8815 -0.6885
C 0.5117 -0.1154 -1.4437
N -0.4589 -1.0717 -1.9227
C -0.0960 -2.2781 -2.4154
O 1.0590 -2.6591 -2.4686
C -1.2304 -3.1112 -2.8382
C -1.2419 -4.3594 -3.4053
C -2.6002 -4.7110 -3.5552
C -3.3151 -3.6572 -3.0694
O -2.5012 -2.6868 -2.6359
H -4.3701 -3.4867 -2.9813
H -2.9912 -5.6183 -3.9670
H -0.3796 -4.9324 -3.6750
H -1.4199 -0.7727 -1.9853
H 1.3795 -0.6734 -1.0861
H 0.8296 0.5468 -2.2602
C 0.4493 -0.8618 1.4013
C 0.1549 -2.2233 0.8119
C 1.2414 -3.0252 0.4771
C 1.0814 -4.3124 0.0000
C -0.1886 -4.8335 -0.1599
C -1.2865 -4.0620 0.1695
C -1.1237 -2.7713 0.6612
C -2.3655 -2.0068 1.0271
F -3.4741 -2.7597 0.9766
F -2.3217 -1.5110 2.2769
F -2.6109 -0.9595 0.2139
H -2.2807 -4.4652 0.0525
H -0.3308 -5.8323 -0.5404
H 1.9488 -4.8985 -0.2571
H 2.2392 -2.6295 0.5912
H 1.5281 -0.6825 1.3143
H 0.2242 -0.8996 2.4717
H -1.3236 0.5903 2.6519
H -1.6517 1.7570 1.3418
*
```

Computed properties:
- HOMO (eV) = -9.046
- frontier orbital gap (eV) = 9.720
- SMILES = O=C(CN(Cc1ccccc1C(F)(F)F)C(=O)CNC(=O)c1ccco1)NC1CCCC1

natural (NBO) population analysis, charges in e, atoms 1 to 2: number 1, O, carries -0.64; number 2, C, carries 0.66

Most stable: model P. Least stable: model Q.

Model P:
An isolated molecule of C21H33N3O4S, computed with wB97M-V/def2-TZVPD.

Structure (ORCA input):
```
! RIJCOSX wB97M-V def2-TZVPD def2/J DEFGRID3
* xyz 0 1
C 3.7607 4.3107 0.6527
H 4.5418 4.6757 -0.0226
O 3.1549 3.1418 0.1609
C 3.9335 2.0371 -0.0340
C 5.2942 1.9666 0.2421
C 5.9760 0.7832 0.0093
C 5.3229 -0.3263 -0.4916
C 3.9641 -0.2602 -0.7776
C 3.2768 0.9201 -0.5492
H 2.2210 0.9999 -0.7580
C 3.2316 -1.4606 -1.3261
N 2.0821 -1.8003 -0.5126
C 2.0570 -2.8969 0.2579
O 2.9432 -3.7322 0.2633
C 0.8291 -3.0913 1.1603
C 0.1052 -4.3790 0.7374
C -0.6325 -4.1709 -0.5836
C -1.5998 -2.9943 -0.4584
N -0.8518 -1.8248 -0.0717
S -1.2028 -0.3168 -0.6120
O -1.9718 -0.4665 -1.8095
O 0.0505 0.3762 -0.6792
N -2.0731 0.3434 0.6422
C -3.4807 0.0089 0.6278
H -3.5627 -1.0112 0.2503
C -4.3041 0.9648 -0.2396
C -5.7869 0.6166 -0.1597
H -6.1465 0.7019 0.8643
H -5.9594 -0.4007 -0.5025
H -6.3670 1.2920 -0.7835
C -4.0490 2.4000 0.2256
H -4.5946 3.0960 -0.4146
H -4.4339 2.5119 1.2439
C -2.5567 2.7531 0.2155
C -1.9978 2.8740 -1.1996
H -2.0227 1.9193 -1.7171
H -0.9618 3.2027 -1.1644
H -2.5736 3.5979 -1.7729
C -1.7846 1.7081 1.0311
H -0.7105 1.8462 0.9085
H -2.0383 1.8002 2.0936
H -2.4287 3.7199 0.7170
H -3.9665 0.8498 -1.2724
H -3.8414 0.0347 1.6630
C -0.1707 -1.9345 1.1955
H -0.9012 -2.1170 1.9994
H 0.3178 -0.9797 1.3933
H -2.3727 -3.2271 0.2914
H -2.0785 -2.7644 -1.4102
H 0.0888 -3.9545 -1.3720
H -1.1847 -5.0719 -0.8538
H 0.8419 -5.1767 0.6356
H -0.6091 -4.6647 1.5137
H 1.2320 -3.2372 2.1688
H 1.3338 -1.1225 -0.5037
H 2.8886 -1.2484 -2.3450
H 3.8880 -2.3339 -1.3379
H 5.8640 -1.2449 -0.6593
H 7.0325 0.7328 0.2288
H 5.8309 2.8150 0.6367
H 2.9657 5.0525 0.7145
H 4.1875 4.1565 1.6497
*
```

Computed properties:
- HOMO (eV) = -8.368
- frontier orbital gap (eV) = 9.020
- SMILES = COc1cccc(CNC(=O)[C@@H]2CCCN(S(=O)(=O)N3C[C@@H](C)C[C@H](C)C3)C2)c1

natural (NBO) population analysis, charges in e, atoms 1 to 2: number 1, C, carries -0.25; number 2, H, carries 0.18

Model Q:
An isolated molecule of C21H33N3O4S, computed with wB97M-V/def2-TZVPD.

Structure (ORCA input):
```
! RIJCOSX wB97M-V def2-TZVPD def2/J DEFGRID3
* xyz 0 1
C -6.6966 -0.2237 -0.2520
N -5.8757 -1.1975 0.4255
S -4.4023 -1.4446 -0.3094
O -3.7170 -2.4494 0.4409
O -4.6526 -1.6576 -1.6988
N -3.6206 0.0339 -0.1052
C -2.4922 0.0283 0.8007
C -2.2041 1.4572 1.2545
H -3.0708 1.8640 1.7768
H -1.3524 1.4508 1.9357
C -1.9072 2.3384 0.0320
C -3.0702 2.2389 -0.9603
C -3.3358 0.7775 -1.3155
H -4.1967 0.6817 -1.9750
H -2.4571 0.3646 -1.8278
H -3.9580 2.6803 -0.5068
H -2.8208 2.7904 -1.8664
O -0.7510 1.9004 -0.6563
C 0.4802 2.0373 -0.0894
C 1.5047 1.3426 -0.7333
C 2.8015 1.3905 -0.2534
C 3.0970 2.1727 0.8585
C 2.0858 2.8706 1.4890
C 0.7794 2.8026 1.0324
H 0.0148 3.3632 1.5473
H 2.3103 3.4800 2.3519
H 4.1131 2.2341 1.2172
C 3.9087 0.6863 -0.9813
O 4.7368 1.3262 -1.6068
N 3.9311 -0.6643 -0.8995
C 2.9904 -1.4352 -0.1138
C 3.2168 -1.3484 1.4012
C 4.5635 -1.8722 1.9040
H 4.6661 -2.9303 1.6580
C 5.7736 -1.0890 1.3743
H 6.4644 -0.8951 2.1983
H 5.4456 -0.1183 1.0054
C 6.5697 -1.8112 0.2829
C 5.7433 -2.4000 -0.8588
H 5.0810 -3.1760 -0.4728
C 4.9419 -1.3773 -1.6590
H 5.6108 -0.6144 -2.0644
H 4.4529 -1.8908 -2.4980
H 6.4270 -2.8870 -1.5584
H 7.2951 -1.1080 -0.1316
H 7.1300 -2.6303 0.7426
H 4.5435 -1.8038 2.9941
H 3.1063 -0.3074 1.7111
H 2.4180 -1.9206 1.8797
H 3.0604 -2.4742 -0.4394
H 1.9719 -1.0934 -0.3205
H 1.2596 0.7802 -1.6217
H -1.7857 3.3877 0.3415
H -2.7430 -0.6118 1.6451
H -1.6011 -0.3861 0.3081
C -5.7912 -1.0287 1.8554
H -5.4291 -0.0301 2.1294
H -6.7764 -1.1868 2.2939
H -5.1038 -1.7826 2.2292
H -6.6353 -0.4348 -1.3159
H -6.3574 0.8014 -0.0595
H -7.7287 -0.3309 0.0810
*
```

Computed properties:
- HOMO (eV) = -8.777
- frontier orbital gap (eV) = 9.356
- SMILES = CN(C)S(=O)(=O)N1CCC(Oc2cccc(C(=O)N3CCCCCCC3)c2)CC1

natural (NBO) population analysis, charges in e, atoms 1 to 2: number 1, C, carries -0.43; number 2, N, carries -0.66

Most stable: model P. Least stable: model Q.

Model P:
An isolated molecule of C3H6ClN, computed with wB97M-V/def2-TZVPD.

Structure (ORCA input):
```
! RIJCOSX wB97M-V def2-TZVPD def2/J DEFGRID3
* xyz 0 1
C -0.6627 -0.0991 0.4677
C 0.1450 1.0727 -0.0123
C 0.1952 -0.9773 -0.0982
H -1.0276 0.1265 1.4365
H 0.9469 1.3238 0.7360
H -0.5223 1.8979 -0.5852
H 1.7646 -0.1793 -0.8276
H -0.3741 -1.8840 -0.5044
H 0.8937 -1.3339 0.7999
N 0.7957 0.0528 -0.9850
Cl -2.1545 0.0000 -0.4274
*
```

Computed properties:
- HOMO (eV) = -9.518
- frontier orbital gap (eV) = 10.344
- SMILES = ClC1CNC1

natural (NBO) population analysis, charges in e, atoms 1 to 2: number 1, C, carries -0.27; number 2, C, carries -0.23

Model Q:
An isolated molecule of C3H6ClN, computed with wB97M-V/def2-TZVPD.

Structure (ORCA input):
```
! RIJCOSX wB97M-V def2-TZVPD def2/J DEFGRID3
* xyz 0 1
C 0.6482 -1.3413 1.1094
C -0.2947 -0.7526 0.3846
C 0.1270 0.3958 -0.4110
N -0.7091 0.9404 -1.3199
Cl 0.4317 1.9604 0.8192
H 0.4237 -2.2062 1.8342
H 1.6726 -0.7996 1.2409
H -1.2673 -1.1203 0.2303
H 1.2066 0.3339 -0.7373
H -1.7267 1.0717 -1.0287
H -0.5120 1.5178 -2.1217
*
```

Computed properties:
- HOMO (eV) = -9.190
- frontier orbital gap (eV) = 9.917
- SMILES = C=C[C@@H](N)Cl

natural (NBO) population analysis, charges in e, atoms 1 to 2: number 1, C, carries -0.32; number 2, C, carries -0.27

Most stable: model Q. Least stable: model P.

Model P:
A structure of composition C3H6ClN, computed with wB97M-V/def2-TZVPD.

Structure (ORCA input):
```
! RIJCOSX wB97M-V def2-TZVPD def2/J DEFGRID3
* xyz 0 1
C 0.7165 -0.0116 0.4970
C -0.1895 -1.1019 -0.0209
C -0.2456 1.1171 -0.0908
H 0.9633 0.0540 1.5662
H -0.7456 -1.6733 0.7210
H 0.3341 -1.8439 -0.7709
H -1.8012 -0.0701 -0.9492
H 0.3380 1.9533 -0.6010
H -0.8434 1.6324 0.6727
N -0.8590 -0.0505 -0.6864
Cl 2.3323 -0.0054 -0.3376
*
```

Computed properties:
- HOMO (eV) = -8.819
- frontier orbital gap (eV) = 9.841

natural (NBO) population analysis, charges in e, atoms 1 to 2: number 1, C, carries -0.16; number 2, C, carries -0.23

Model Q:
An isolated molecule of C3H6ClN, computed with wB97M-V/def2-TZVPD.

Structure (ORCA input):
```
! RIJCOSX wB97M-V def2-TZVPD def2/J DEFGRID3
* xyz 0 1
C 0.4840 0.1505 0.2951
C 0.2741 -1.0742 -0.5643
C -0.8151 -0.6629 0.3645
H 1.0370 2.0802 0.2924
H -0.3084 1.8199 -0.5670
H 1.1097 -0.0219 1.1649
H 0.0418 -0.8847 -1.6095
H 0.8767 -1.9269 -0.3242
H -0.9560 -1.1822 1.2906
N 0.4845 1.4047 -0.2288
Cl -2.2283 0.2975 -0.1139
*
```

Computed properties:
- HOMO (eV) = -8.400
- frontier orbital gap (eV) = 9.427
- SMILES = N[C@@H]1C[C@@H]1Cl

natural (NBO) population analysis, charges in e, atoms 1 to 2: number 1, C, carries -0.04; number 2, C, carries -0.45

Most stable: model Q. Least stable: model P.